3 unconnected molecules or ions with the total composition C20H46BrN9O4P2S in a non-equilibrium geometry, computed with ωB97M-V/def2-TZVPD.

Calculated values
HOMO energy   -8.1 eV
Max |F|   8.0 eV/Å
Electronic energy   -5238.10517 Eh
SMILES string   NC(N)(N)CC1=C(S)C(=O)C(Br)=CC1=O.CN(C)P(=O)(N(C)C)N(C)C.CN(C)P(=O)(N(C)C)N(C)C
LUMO energy   -0.72 eV

Last column: Mulliken charge in e.
Atoms and positions in Å:
C1 3.242 -5.327 6.971  -1.03
N1 -2.652 -1.498 -0.159  -0.65
H1 -0.657 1.530 4.156  0.43
C2 4.740 -3.217 3.104  -1.19
H2 -2.457 7.135 -4.063  0.29
N2 3.568 -4.068 2.975  0.15
P1 2.976 -5.048 4.301  0.96
H3 -3.825 3.658 -7.766  0.41
C3 3.902 -7.599 4.543  -1.05
H4 0.201 3.655 -3.941  0.32
C4 -0.296 4.520 -3.484  -1.06
H5 5.745 -3.916 5.306  0.18
O1 1.868 -4.069 4.670  -0.82
O2 -2.104 2.763 -3.918  -0.82
H6 -4.507 1.099 -0.711  0.31
H7 -2.111 1.801 -0.705  0.05
N3 -1.410 5.009 -4.306  0.14
C5 -3.413 6.871 -4.508  -0.91
N4 -3.385 0.259 1.381  -0.62
N5 -3.467 3.553 -5.703  0.12
H8 -3.373 7.033 -5.590  0.27
C6 -4.471 2.487 -5.661  -0.96
Br1 2.016 0.168 4.530  -0.08
C7 2.535 -3.257 2.324  -1.15
N6 -3.821 5.520 -4.191  0.07
H9 -5.731 6.240 -3.597  0.39
H10 2.302 -2.356 2.903  0.24
H11 -4.122 7.602 -4.105  0.36
H12 -2.693 -0.190 1.984  0.30
H13 5.230 -7.383 2.425  0.36
P2 -2.880 4.064 -4.152  0.90
H14 3.727 -4.953 7.874  0.38
C8 -3.558 4.310 -6.933  -0.84
H15 2.900 -7.734 4.953  0.32
C9 -0.894 1.870 1.882  0.37
S1 1.103 -0.636 -0.770  -0.16
H16 2.870 -2.937 1.333  0.40
O3 2.717 0.938 1.380  -0.52
O4 -1.539 2.865 1.868  -0.51
H17 5.562 -4.403 6.942  0.42
H18 4.931 -2.689 2.166  0.39
H19 -4.308 5.114 -6.905  0.23
H20 -4.142 1.677 -5.006  0.20
H21 5.651 -3.788 3.278  0.33
H22 -2.047 -1.737 0.627  0.28
C10 -1.725 0.796 -0.433  -0.71
H23 0.897 -1.864 -0.202  0.10
H24 4.621 -2.464 3.896  0.31
H25 -0.595 4.470 -6.196  0.32
H26 3.257 -6.423 7.010  0.30
H27 1.614 -3.822 2.189  0.38
H28 -1.317 0.369 -1.360  0.63
H29 -5.743 5.235 -5.049  0.30
H30 -2.604 4.737 -7.230  0.17
C11 -0.664 1.004 0.631  0.26
H31 5.979 -5.997 3.204  0.27
N7 -4.047 0.220 -0.939  -0.76
N8 3.981 -6.358 3.775  0.04
H32 4.108 -8.474 3.925  0.37
C12 5.314 -4.702 5.922  -0.82
C13 5.039 -6.368 2.786  -0.87
H33 0.455 5.305 -3.361  0.32
C14 -0.844 5.359 -5.598  -1.20
H34 -1.495 6.015 -6.173  0.32
H35 2.201 -5.002 7.022  0.28
N9 3.881 -4.813 5.758  0.06
H36 -0.632 4.232 -2.490  0.35
C15 0.996 0.851 3.062  0.05
C16 0.549 0.454 0.550  0.33
H37 -3.645 0.348 -1.866  0.25
H38 -2.121 -1.610 -1.021  0.32
H39 -5.517 4.510 -3.448  0.29
C17 1.581 0.761 1.656  0.24
H40 -4.632 2.043 -6.644  0.38
C18 -0.197 1.405 3.169  -0.56
H41 4.616 -7.603 5.375  0.30
H42 -5.438 2.849 -5.292  0.30
H43 5.856 -5.638 5.725  0.22
C19 -2.971 -0.052 0.029  0.30
C20 -5.269 5.371 -4.069  -1.05
H44 -4.269 -0.219 1.556  0.34
H45 0.072 5.941 -5.465  0.41
H46 4.783 -5.799 1.896  0.28

=====

15 unconnected molecules or ions with the total composition C57H84N13O16 in a non-equilibrium geometry, computed with ωB97M-V/def2-TZVPD.

Calculated values
HOMO energy   -9.5 eV
Max |F|   6.6 eV/Å
Charge   +1
Electronic energy   -4137.76446 Eh
LUMO energy   -2.93 eV

Last column: Mulliken charge in e.
Atoms and positions in Å:
C1 1.198 0.467 0.893  -0.60
H1 0.844 -4.998 1.579  0.28
O1 1.952 2.141 -4.441  -0.49
H2 -5.628 1.099 -5.355  0.30
C2 -3.516 0.836 3.832  0.40
H3 1.393 -7.856 -1.483  0.46
H4 -2.392 0.385 -1.489  0.32
H5 2.442 -6.055 -2.920  0.52
H6 -2.847 -0.925 8.242  0.33
C3 -2.391 -2.675 -5.602  -0.52
H7 2.801 -1.317 4.396  0.21
H8 -7.256 -2.376 -1.093  0.34
H9 -7.893 1.918 -1.665  0.38
H10 0.136 -5.677 -5.827  0.27
C4 -1.036 -2.563 -5.213  0.51
H11 4.518 -3.359 0.886  0.03
C5 1.946 -5.749 -2.011  -0.34
C6 -0.493 2.337 -2.084  -0.30
N1 -3.099 0.499 -4.105  -0.36
H12 4.990 2.178 0.855  0.09
H13 -5.658 0.912 4.062  0.47
C7 -1.843 2.589 -1.453  -1.30
C8 2.224 -0.197 -4.568  -0.53
H14 -1.594 0.073 0.815  -0.37
H15 3.182 -3.824 -2.999  0.13
H16 -4.727 0.810 -6.839  0.33
H17 -4.530 -2.479 3.513  0.36
H18 0.928 -0.428 1.455  0.63
H19 -1.388 -0.947 -4.392  -0.29
C9 -0.029 3.216 4.819  -0.71
H20 -4.680 2.456 -6.008  0.34
C10 -0.523 4.517 -6.329  0.16
H21 -0.596 -0.614 -1.888  0.07
H22 6.514 1.663 0.413  0.24
C11 -2.791 -3.920 -5.948  -0.59
C12 -1.477 4.429 -5.265  0.41
C13 0.880 -5.158 0.511  -1.18
O2 5.071 -2.316 -3.636  -0.65
C14 -0.173 -3.622 -5.243  0.21
C15 1.437 -6.797 -1.273  -0.93
N2 2.542 -2.266 4.166  -0.11
C16 0.853 -6.473 -0.077  0.57
H23 -1.069 1.804 0.942  0.63
O3 6.475 -2.075 -1.115  -0.66
C17 4.560 0.014 -3.094  -1.43
O4 0.680 2.677 3.813  0.08
H24 -4.378 1.499 2.270  0.22
H25 -8.530 0.674 -0.584  0.29
H26 -7.198 0.341 -1.741  0.16
H27 6.762 -1.202 1.134  0.20
C18 3.371 1.303 5.158  0.51
C19 0.153 -0.693 -1.100  0.05
O5 -2.274 4.708 7.966  -0.56
H28 -0.537 1.634 -2.916  0.12
H29 4.202 1.963 -2.769  -0.04
N3 1.574 5.614 -1.199  -0.18
H30 -1.539 2.210 7.649  0.23
N4 5.802 2.367 0.284  -0.32
H31 3.351 -4.814 2.774  0.24
H32 5.888 -2.168 -3.154  0.38
C20 -4.706 0.647 4.498  -0.37
C21 4.257 2.549 5.365  -1.01
C22 -1.116 2.904 6.938  -0.59
H33 -0.070 -7.285 1.357  0.32
H34 -2.329 -2.629 3.071  0.27
H35 -1.506 6.161 5.917  0.39
O6 -0.586 -1.343 -4.741  0.08
C23 -3.484 -0.345 6.330  0.47
H36 -2.854 4.014 8.290  0.32
H37 5.472 0.079 -2.518  0.56
H38 1.094 2.523 -0.366  0.24
H39 -3.751 -4.105 -6.407  0.43
C24 3.470 -0.157 1.621  -0.05
H40 3.010 1.179 -0.079  -0.61
C25 0.659 1.857 -1.112  0.22
C26 1.862 -4.475 -1.567  -0.65
H41 4.783 4.311 -1.927  0.23
H42 -1.405 0.533 3.801  0.68
O7 -2.349 -6.217 -6.305  -0.56
C27 -6.577 1.325 0.005  0.44
H43 1.107 3.302 3.223  0.05
H44 -0.173 3.261 -2.565  0.25
O8 -2.266 -2.337 2.158  -0.32
C28 2.661 1.023 -4.126  0.58
C29 -2.235 -0.197 5.655  -1.31
C30 1.354 -4.127 -0.320  0.43
O9 -3.481 1.440 2.609  -0.39
C31 -2.265 1.229 -0.812  -0.05
H45 2.645 2.801 -4.363  0.32
C32 4.217 -1.223 -3.693  0.41
H46 -0.138 1.394 5.912  0.56
O10 2.540 -3.535 -2.346  0.31
C33 3.341 -2.998 3.526  0.85
C34 0.650 6.418 -0.819  0.71
C35 -3.796 0.900 -4.974  0.47
H47 -6.704 -2.557 2.396  0.44
C36 -1.553 4.288 6.920  0.63
C37 -1.867 -5.004 -5.955  0.84
H48 -5.595 0.189 6.421  0.49
H49 4.313 -3.396 -0.925  0.16
N5 0.648 6.503 0.487  -0.32
C38 -5.813 -2.344 1.824  -0.56
H50 -4.963 -1.702 -1.356  0.33
C39 -1.160 0.929 0.298  -0.92
H51 4.233 3.816 -0.359  0.13
H52 2.737 -2.243 -4.897  0.79
C40 -5.976 -2.157 0.442  0.04
C41 -0.380 4.603 4.864  -0.24
C42 -0.358 2.450 5.861  0.20
C43 3.003 -1.312 -4.420  -0.78
C44 -1.086 5.167 5.900  -0.84
H53 5.182 2.190 5.815  0.37
H54 2.711 -0.455 -0.326  -0.55
C45 3.753 1.114 -3.263  0.18
H55 1.102 -0.885 -1.601  -0.07
H56 3.751 3.122 6.141  0.34
C46 -7.622 1.064 -1.044  -0.89
H57 -0.145 -1.558 -0.507  -0.04
H58 3.141 -1.164 1.880  -0.44
H59 1.941 -4.347 3.834  0.18
H60 -1.525 -6.700 -6.399  0.27
C47 -3.579 -2.039 0.178  -1.15
C48 5.925 -2.489 -0.115  0.57
H61 1.328 -0.211 -5.171  0.58
H62 1.451 -3.083 -0.063  0.61
H63 1.702 5.222 -2.121  0.19
N6 4.825 -3.239 -0.069  -0.14
O11 -7.223 -2.287 -0.138  -0.58
H64 -2.113 5.297 -5.091  0.41
N7 -5.791 1.484 0.848  -0.57
C49 5.846 2.910 -0.918  0.57
H65 -2.723 -2.055 -0.480  0.55
O12 0.532 -7.528 0.650  -0.56
N8 6.122 -1.982 1.110  -0.48
O13 -0.055 7.007 -1.636  -0.68
C50 -4.805 -1.941 -0.315  0.19
N9 2.799 -4.177 3.330  -0.40
N10 0.211 0.650 -0.290  1.25
H66 1.902 5.101 -0.393  -0.08
O14 4.453 -2.695 3.235  -0.79
C51 -4.576 -2.337 2.443  -0.83
H67 5.542 -2.224 1.900  0.38
H68 -0.114 5.202 4.005  0.42
H69 -3.207 -1.968 -5.563  0.19
H70 -2.513 2.833 -2.278  0.50
C52 -0.567 -4.865 -5.712  -0.79
N11 4.807 3.642 -1.172  -0.25
C53 -2.315 0.392 4.365  0.19
C54 -4.727 1.372 -5.904  -1.08
H71 -1.691 3.401 -0.741  0.41
H72 -0.851 4.245 -4.392  -0.33
H73 1.084 1.320 1.560  0.13
H74 3.472 0.395 2.561  -0.24
H75 4.511 -0.150 1.299  0.34
N12 0.258 4.586 -7.164  -0.43
H76 -0.016 7.100 0.958  0.20
H77 1.492 1.385 -1.633  -0.09
H78 -3.192 1.347 -0.250  -0.12
C55 -3.470 -2.172 1.610  0.89
N13 2.794 0.319 5.098  -0.67
O15 6.715 2.668 -1.795  -0.65
H79 -1.348 -0.765 5.892  0.47
H80 1.737 -2.666 4.627  0.17
C56 2.632 0.305 0.452  1.27
H81 1.352 5.969 0.977  0.14
C57 -4.712 0.104 5.805  -0.83
H82 0.852 -3.419 -4.966  0.11
H83 4.429 3.150 4.471  0.26
O16 -3.558 -0.879 7.598  -0.60
H84 -2.016 3.494 -5.416  -0.15